Record 1
20
Properties=species:S:1:pos:R:3:forces:R:3 method="wB97M-V/def2-TZVPD" total_charge=0 homo_ev=-8.68 max_force_ev_per_a=6.0 lumo_energy_ev=-0.6
O -0.065269 3.540309 -0.155537 0.9 -1.9 -0.5
C -0.222347 2.362550 -0.555096 -3.1 1.3 1.8
C 0.219068 1.121009 0.174931 -2.9 -0.7 -5.2
C 1.053885 1.156911 1.184265 0.1 1.3 3.6
O 1.543836 2.345306 1.503781 -0.3 2.5 1.0
C 1.305819 0.028218 2.086165 1.3 -0.4 -4.1
C 1.293894 -1.183811 1.417890 0.8 -0.5 1.3
C 0.395062 -1.352794 0.318822 -2.9 1.1 -2.3
N -0.002559 -2.555210 -0.129538 -1.9 0.9 -1.2
C -1.060392 -2.598457 -1.077943 4.3 -1.2 1.8
C -1.613482 -1.546219 -1.755983 -2.6 0.8 -2.2
C -1.251143 -0.302488 -1.360401 1.5 1.1 1.9
C -0.279436 -0.176293 -0.307934 1.0 0.3 0.6
H -1.199350 2.300749 -1.224054 2.4 -0.4 0.5
H 0.938974 3.189772 1.194427 1.5 -2.8 0.0
H 2.051442 0.219071 2.788511 0.8 0.2 1.6
H 2.018070 -2.032689 1.712779 -1.8 1.2 -0.2
H -0.982074 -3.612428 -1.351689 -1.5 -1.1 -0.9
H -2.424688 -1.477695 -2.644704 2.0 -1.3 2.2
H -1.719311 0.574190 -1.818691 0.4 -0.4 0.3

Record 2
120
Properties=species:S:1:pos:R:3:forces:R:3 method="wB97M-V/def2-TZVPD" multiplicity=2 s_squared=0.750 total_charge=-1 homo_ev="0.82 / -5.58" max_force_ev_per_a=5.2 lumo_energy_ev="2.4 / 2.4"
C -1.741554 2.210222 5.225099 -0.9 -1.0 1.1
C -2.456694 2.168512 3.890819 1.6 -1.2 1.1
C -3.084234 0.806032 3.660779 0.3 0.8 0.4
O -3.438074 3.121172 3.835039 -1.1 1.1 -0.4
H -0.980814 1.429652 5.216819 0.6 0.5 0.2
H -2.454914 1.867362 5.974549 -0.4 -0.4 0.1
H -1.500914 3.157042 5.708559 0.8 0.3 -0.9
H -1.679674 2.271192 3.133329 0.0 0.4 -0.6
H -3.627994 0.501652 4.555069 -0.4 0.1 -0.2
H -2.297654 0.062532 3.531929 -0.2 -0.1 -0.6
H -3.715114 1.030412 2.800699 -0.2 -1.1 -0.1
H -3.019894 3.951792 4.073339 -0.2 0.4 0.0
C -1.046404 4.985142 -0.320241 0.5 0.7 -1.1
C 0.009446 4.898272 0.794959 -2.3 -0.5 0.6
C -0.570734 5.079392 2.206939 -0.1 1.1 -0.9
O 0.494326 3.585362 0.795429 1.2 -1.0 -0.6
H -1.607644 5.913642 -0.425151 -0.2 0.1 0.7
H -1.725014 4.137762 -0.417921 0.0 0.0 0.7
H -0.530284 4.985992 -1.280301 0.4 -0.2 -0.2
H 0.830376 5.592502 0.615439 0.0 0.0 0.1
H -1.537134 4.601162 2.366529 -0.1 -0.2 -0.5
H -0.761974 6.151422 2.254679 0.2 0.1 1.0
H 0.121246 4.630922 2.919779 0.2 0.7 0.3
H -0.016204 3.134052 1.471659 0.2 -0.5 -0.1
C 4.260566 5.810352 -0.513831 -0.4 0.8 -0.9
C 3.270376 4.710482 -1.077341 4.3 1.6 -0.1
C 3.949026 3.873992 -2.216021 -2.2 1.2 -1.2
O 3.241426 3.934212 0.044209 -1.1 -2.2 1.8
H 5.215576 5.448292 -0.133091 -0.2 -0.7 -0.1
H 3.739926 6.255362 0.334099 0.0 0.1 0.0
H 4.551306 6.619352 -1.183971 -0.3 0.1 -0.4
H 2.323416 5.234402 -1.207231 -0.1 -0.5 -1.0
H 4.981646 3.554412 -2.075771 -0.4 -0.1 0.6
H 3.905366 4.380632 -3.180131 0.5 0.9 0.0
H 3.236426 3.116802 -2.543081 0.4 -1.0 0.8
H 2.324806 3.835702 0.311979 -0.4 -0.7 0.5
C -8.054374 -3.507568 -3.282141 -0.3 -1.5 0.2
C -7.632374 -3.309548 -1.804451 1.4 0.5 -1.7
C -6.933094 -1.951828 -1.822041 -0.3 -0.2 1.0
O -8.644604 -3.357018 -0.892151 -2.6 1.2 1.5
H -8.955414 -4.117558 -3.346431 -0.2 -0.2 0.1
H -7.306444 -4.092478 -3.817491 0.2 0.2 -0.1
H -8.281414 -2.611758 -3.860141 0.3 0.2 0.4
H -6.960654 -4.046748 -1.364631 0.9 -0.3 -1.2
H -7.600194 -1.157388 -2.156601 -0.1 -0.1 -0.1
H -6.088774 -2.017128 -2.508301 0.1 0.1 0.2
H -6.631064 -1.705308 -0.804151 0.4 0.1 -0.1
H -9.079924 -4.211688 -0.851731 0.2 -0.1 -0.2
C 0.390976 -5.432128 -0.241361 0.6 -1.8 0.5
C 0.824746 -6.741418 -1.014731 -0.3 1.7 -0.3
C 2.306006 -7.024068 -1.233401 0.0 0.0 1.2
O 0.191096 -7.893878 -0.478261 0.0 -0.1 0.0
H 0.801466 -5.396978 0.767779 0.5 0.1 0.0
H -0.672904 -5.550798 -0.035991 -0.2 0.4 -0.5
H 0.653456 -4.531618 -0.796591 -0.2 -0.1 0.0
H 0.442546 -6.498298 -2.006161 -0.3 -0.5 -0.3
H 2.705476 -7.602938 -0.400681 -0.2 -0.2 0.2
H 2.907236 -6.116288 -1.182791 -0.1 0.1 -0.7
H 2.427636 -7.632448 -2.129611 0.3 0.3 -0.1
H -0.513804 -8.156998 -1.074481 -0.1 0.0 0.1
C 1.833806 0.642952 3.355339 0.3 -0.9 0.5
C 2.881706 -0.356358 2.803779 -0.1 0.4 -1.3
C 2.151496 -1.679688 2.296259 0.8 -0.1 1.1
C 3.024686 -2.616208 1.480369 -0.1 2.0 -1.8
C 3.436256 -1.767228 0.207529 0.0 0.3 2.2
C 4.217286 -0.475788 0.645999 1.5 -0.6 -0.4
N 3.519616 0.321342 1.628749 -3.6 -3.7 -0.7
O 4.114726 1.476832 1.950099 1.9 1.7 0.9
C 5.662026 -0.881298 1.144939 0.1 -0.1 -0.3
C 4.323166 0.361222 -0.650101 0.0 0.1 0.2
C 3.929016 -0.776168 3.868889 0.1 -0.2 0.3
H 1.213426 1.141882 2.610829 0.3 -0.2 -0.4
H 2.299226 1.398632 3.988139 -0.1 0.0 0.0
H 1.166766 0.011442 3.942139 -0.2 0.3 0.4
H 1.856706 -2.296688 3.145079 0.0 0.4 0.7
H 1.202626 -1.614458 1.763819 0.1 1.1 -0.2
H 2.321636 -3.402208 1.204609 0.7 -0.6 -0.1
H 3.934866 -2.914268 2.000779 -0.3 -0.5 0.0
H 2.532476 -1.372298 -0.256481 -0.1 -0.4 -0.4
H 4.071956 -2.335458 -0.471511 -0.2 0.2 -0.2
H 5.792946 -1.950288 0.976979 0.3 0.0 -0.1
H 6.457746 -0.337338 0.635989 -0.1 -0.1 -0.5
H 5.924596 -0.695188 2.186349 -0.7 0.1 0.1
H 3.364226 0.825672 -0.879911 -0.1 0.2 0.2
H 5.087326 1.131542 -0.546401 0.0 0.1 -0.2
H 4.532126 -0.246578 -1.530451 0.4 -0.2 0.1
H 3.498676 -0.948498 4.855399 -0.4 -0.1 -0.1
H 4.753726 -0.090988 4.065069 -0.3 0.6 -0.4
H 4.441646 -1.691508 3.573119 -0.2 -0.1 0.0
H 4.076196 1.985572 1.136899 -0.3 0.7 -0.1
C -0.593784 -1.871858 -0.932911 -0.1 0.7 -0.2
C -1.146774 -0.420658 -0.897801 -0.2 0.1 0.9
C -0.014174 0.629902 -0.925181 0.1 0.6 -0.4
C 0.622116 0.871942 -2.347171 -0.9 -0.8 2.7
C -0.574364 1.144902 -3.220441 1.2 0.1 -1.4
C -1.692284 0.114612 -3.336291 1.5 -0.5 -1.1
N -2.147214 -0.118248 -1.991691 0.8 1.7 1.3
O -3.269774 -0.907878 -1.915721 -0.5 -1.5 -0.2
C -2.707924 0.834752 -4.259011 -0.7 -0.4 0.8
C -1.171304 -1.215618 -4.054111 -0.6 0.9 0.8
C -1.839844 -0.224728 0.498209 -0.9 -0.9 -1.4
H -1.330994 -2.561328 -1.344321 0.1 0.0 -0.2
H -0.365744 -2.241048 0.066989 0.1 0.2 0.1
H 0.336206 -1.827308 -1.499691 0.0 -0.6 -0.2
H -0.417384 1.547932 -0.497711 -0.4 0.4 -0.6
H 0.734646 0.444152 -0.155201 0.3 -0.8 -0.1
H 1.227746 -0.023278 -2.488231 0.0 0.0 -0.9
H 1.298286 1.723412 -2.270531 0.0 0.1 -0.2
H -0.285614 1.268402 -4.264221 0.4 0.3 -0.1
H -0.943524 2.115562 -2.889301 -0.5 0.0 0.0
H -2.412994 1.324452 -5.187081 1.2 -0.6 -0.1
H -3.459344 0.104092 -4.558351 -0.6 0.4 0.3
H -3.045284 1.718972 -3.718221 -0.9 -0.3 0.4
H -1.837324 -2.052378 -3.843491 -0.3 0.1 0.0
H -1.169964 -1.051308 -5.131651 0.4 -0.1 0.0
H -0.207944 -1.512618 -3.639591 0.2 0.1 -0.4
H -2.528394 -1.059998 0.625989 -0.1 -0.2 0.1
H -2.496594 0.644982 0.478649 0.4 0.4 0.2
H -1.156684 -0.276768 1.345959 0.2 0.4 -0.2
H -3.984334 -0.354968 -1.591231 -0.1 0.3 0.1

Record 3
13
Properties=species:S:1:pos:R:3:forces:R:3 method="wB97M-V/def2-TZVPD" total_charge=0 homo_ev="-7.12 / -7.12" max_force_ev_per_a=1.2 lumo_energy_ev="0.3 / 0.3"
N 1.571328 -1.293080 0.161897 0.2 0.0 0.2
C 0.706153 -0.233742 0.241747 0.3 0.1 0.1
C -0.285683 0.046554 1.232388 0.1 0.0 0.1
C -1.060992 1.064031 0.712033 -0.1 -0.2 0.1
C -0.637160 1.346287 -0.627986 0.0 -0.1 0.2
O -1.386820 0.520358 -1.547319 -0.8 0.8 -0.3
N 0.670141 0.727568 -0.667475 -0.1 -0.7 -0.1
H 1.169359 -2.135374 0.551029 0.3 0.1 0.2
H 1.911313 -1.453416 -0.778800 0.0 0.0 0.2
H -0.389735 -0.478303 2.172880 0.1 0.2 -0.1
H -1.956773 1.488521 1.156217 0.0 -0.4 -0.2
H -1.554606 -0.323450 -1.064707 0.2 0.6 -0.4
H 1.167451 0.703875 -1.543339 -0.2 -0.3 0.0

Record 4
26
Properties=species:S:1:pos:R:3:forces:R:3 method="wB97M-V/def2-TZVPD" total_charge=0 homo_ev=-5.80 max_force_ev_per_a=2.0 lumo_energy_ev=0.6
C -0.420797 1.126533 1.757658 0.2 -0.5 0.2
C 0.299349 -0.589386 -1.131646 -0.9 -0.2 0.8
C 1.551297 -1.138621 -0.454621 -0.3 0.0 0.0
C 0.560782 0.818003 -1.655473 -0.1 -0.1 0.1
C -0.131572 -1.503219 -2.274657 0.1 0.1 0.1
C -1.712922 -0.892171 1.347896 -1.3 -0.8 -0.2
N -0.777096 -0.116225 2.017270 1.2 1.6 -0.2
N -1.263468 2.020622 1.089554 0.5 -0.6 0.1
N 0.866657 1.590128 2.077455 -0.9 -0.1 -0.4
H -0.085164 -0.647064 2.530496 -0.1 0.1 0.0
H -2.052921 1.540218 0.675482 0.0 0.0 0.0
H -0.774133 2.543086 0.364583 -0.1 -0.1 0.2
H 1.380080 1.024644 2.743143 -0.1 0.4 -0.1
H 0.889387 2.593872 2.204266 0.2 -0.2 0.4
H 2.370932 -1.245001 -1.167855 0.1 0.0 0.0
H 1.872092 -0.475608 0.349009 0.1 0.1 0.0
H 1.348840 -2.118296 -0.020868 0.0 -0.1 0.0
H 0.940191 1.465278 -0.865592 0.0 0.1 0.1
H -0.343933 1.257626 -2.078298 -0.1 0.1 0.0
H 1.318103 0.806353 -2.442315 0.0 0.0 -0.1
H -1.019982 -1.114799 -2.771425 -0.1 0.0 0.0
H -0.351983 -2.504128 -1.906102 -0.1 -0.1 0.0
H 0.654826 -1.585884 -3.028038 0.1 0.0 -0.1
H -1.906524 -1.825637 1.854778 0.1 -0.1 0.2
H -2.644995 -0.391444 1.123581 -0.1 0.2 0.0
H -0.567047 -0.638878 -0.338284 1.4 0.3 -1.4